1.
The following is a DFT calculation (ωB97M-V/def2-TZVPD) of a structure of composition C4H8O3.

LUMO level: 0.581 eV
gap between HOMO and LUMO: 9.95 eV
maximum force: 0.460 eV Å⁻¹
net charge: 0

Last column: Löwdin charge in e.
CARTESIAN COORDINATES (ANGSTROEM)
C (0.952, 1.856, -0.722)  -0.128
C (0.851, 1.749, 0.671)  0.010
O (-0.164, 0.101, 1.188)  0.004
C (-0.510, -0.624, 0.223)  -0.507
O (-0.591, -0.233, -0.990)  0.020
C (-0.841, -2.084, 0.475)  -0.173
O (-1.210, -2.757, -0.694)  -0.047
H (1.899, 1.580, -1.186)  0.083
H (0.133, 0.829, -0.995)  0.102
H (0.407, 2.671, -1.199)  0.085
H (0.113, 2.330, 1.215)  0.102
H (1.666, 1.352, 1.269)  0.101
H (0.048, -2.536, 0.941)  0.133
H (-1.646, -2.116, 1.222)  0.133
H (-1.107, -2.118, -1.419)  0.080

2.
The following is a DFT calculation (ωB97M-V/def2-TZVPD) of an isolated molecule of C4H8O3.

LUMO level: 0.719 eV
gap between HOMO and LUMO: 10.38 eV
maximum force: 3.672 eV Å⁻¹
net charge: 0

Last column: Löwdin charge in e.
CARTESIAN COORDINATES (ANGSTROEM)
O (-1.487, 1.608, -0.216)  -0.054
C (-1.666, 0.319, -0.771)  -0.267
C (-0.892, -0.652, 0.110)  -0.099
C (0.598, -0.417, -0.035)  -0.355
O (1.116, -0.426, -1.145)  0.071
C (1.525, -0.160, 1.118)  -0.118
O (2.903, -0.378, 0.620)  -0.114
H (-1.834, 2.257, -0.840)  0.093
H (-1.264, 0.260, -1.792)  0.120
H (-2.729, 0.037, -0.796)  0.120
H (-1.105, -1.679, -0.220)  0.135
H (-1.221, -0.551, 1.149)  0.123
H (2.059, 0.824, 1.109)  0.156
H (1.299, -0.721, 2.045)  0.132
H (2.697, -0.320, -0.336)  0.058

3.
The following is a DFT calculation (ωB97M-V/def2-TZVPD) of an isolated molecule of C4H8O3S.

LUMO level: 0.424 eV
gap between HOMO and LUMO: 9.28 eV
maximum force: 5.811 eV Å⁻¹
net charge: 0

Last column: Löwdin charge in e.
CARTESIAN COORDINATES (ANGSTROEM)
C (0.657, 0.873, -0.677)  -0.179
C (-0.134, -0.099, -1.453)  -0.314
C (0.850, 0.291, 0.798)  -0.285
C (-0.531, -0.887, 0.893)  -0.453
O (-2.196, 0.871, -0.084)  -0.505
O (0.726, 1.290, 1.690)  -0.026
O (0.082, -2.129, 0.768)  -0.094
S (-1.614, -0.437, -0.410)  0.948
H (1.617, 1.034, -1.163)  0.127
H (-0.020, 1.667, -0.496)  0.081
H (-0.493, 0.298, -2.405)  0.103
H (0.240, -1.125, -1.484)  0.082
H (1.722, -0.253, 0.884)  0.113
H (-0.824, -0.723, 1.897)  0.111
H (0.100, 2.003, 1.305)  0.151
H (-0.184, -2.675, -0.064)  0.140

4.
The following is a DFT calculation (ωB97M-V/def2-TZVPD) of a cluster of 2 separate species, C4H8O4 in total.

LUMO level: 0.632 eV
gap between HOMO and LUMO: 11.24 eV
maximum force: 5.385 eV Å⁻¹
net charge: 0

Last column: Löwdin charge in e.
CARTESIAN COORDINATES (ANGSTROEM)
C (3.184, -0.522, -0.189)  -0.568
C (3.755, 0.844, -0.119)  0.007
C (-3.692, -0.362, -0.255)  -0.511
C (-2.976, 0.868, -0.008)  -0.028
H (3.414, -2.268, 0.415)  0.115
H (3.186, 1.526, -0.724)  0.082
H (3.685, 1.188, 0.924)  0.100
H (4.792, 0.828, -0.446)  0.091
H (-4.840, -1.537, 0.682)  0.038
H (-2.092, 1.005, -0.718)  0.111
H (-3.828, 1.698, -0.094)  0.141
H (-2.572, 0.941, 1.095)  0.126
O (2.170, -0.832, -0.769)  0.090
O (3.922, -1.452, 0.492)  0.082
O (-3.725, -1.124, -1.227)  0.070
O (-4.384, -0.801, 0.939)  0.051

5.
The following is a DFT calculation (ωB97M-V/def2-TZVPD) of a cluster of 2 separate species, C4H8O4 in total.

LUMO level: 0.753 eV
gap between HOMO and LUMO: 10.82 eV
maximum force: 3.726 eV Å⁻¹
net charge: 0

Last column: Löwdin charge in e.
CARTESIAN COORDINATES (ANGSTROEM)
C (1.872, 0.004, -0.132)  -0.539
C (3.318, -0.314, 0.119)  0.019
C (-1.848, -0.067, 0.002)  -0.526
C (-3.292, 0.234, 0.111)  0.004
H (0.511, 1.269, -0.264)  0.064
H (3.497, -1.339, 0.630)  0.126
H (3.823, 0.066, -0.784)  0.099
H (3.361, 0.243, 1.085)  0.103
H (-0.356, -1.399, -0.113)  0.147
H (-3.197, 1.351, -0.065)  0.117
H (-3.693, -0.082, -0.808)  0.063
H (-3.912, -0.235, 0.885)  0.102
O (1.027, -0.830, 0.004)  0.070
O (1.484, 1.306, -0.142)  0.094
O (-1.093, 0.959, 0.140)  -0.015
O (-1.460, -1.313, -0.147)  0.072

6.
The following is a DFT calculation (ωB97M-V/def2-TZVPD) of the ion C4H8O4P with charge -1.

LUMO level: 3.708 eV
gap between HOMO and LUMO: 8.71 eV
maximum force: 3.147 eV Å⁻¹
net charge: -1

Last column: Löwdin charge in e.
CARTESIAN COORDINATES (ANGSTROEM)
C (0.269, -1.189, 0.634)  -0.328
C (-0.346, 0.161, 0.485)  -0.331
C (-0.706, -2.388, 0.485)  -0.100
C (-0.118, 3.001, -1.069)  -0.156
O (-0.189, 1.856, 2.586)  -0.342
O (1.867, 1.680, 1.102)  -0.316
O (0.452, -0.364, -0.539)  -0.070
O (-0.400, 2.679, 0.301)  -0.311
P (0.426, 1.628, 1.282)  0.201
H (1.042, -1.344, 1.415)  0.142
H (-1.459, 0.298, 0.272)  0.141
H (-1.494, -2.258, -0.292)  0.058
H (-1.405, -2.514, 1.471)  0.106
H (-0.096, -3.425, 0.337)  0.094
H (-0.383, 4.098, -1.178)  0.088
H (-0.454, 2.343, -1.835)  0.051
H (0.972, 2.963, -1.288)  0.074

7.
The following is a DFT calculation (ωB97M-V/def2-TZVPD) of an isolated molecule of C4H8O5.

LUMO level: 0.486 eV
gap between HOMO and LUMO: 10.53 eV
maximum force: 0.900 eV Å⁻¹
net charge: 0

Last column: Löwdin charge in e.
CARTESIAN COORDINATES (ANGSTROEM)
C (-0.444, -0.246, 0.015)  -0.501
C (-0.533, 1.202, -0.588)  -0.405
C (1.769, -0.789, 1.194)  0.014
C (1.026, -0.659, -0.093)  -0.349
O (-0.887, -0.241, 1.331)  0.052
O (-1.268, -1.036, -0.806)  0.067
O (-0.391, 1.181, -1.959)  0.051
O (-1.753, 1.751, -0.230)  0.039
O (1.508, -0.808, -1.192)  0.118
H (-1.250, -1.951, -0.499)  0.122
H (-1.596, 0.418, 1.399)  0.113
H (0.206, 0.459, -2.214)  0.096
H (-2.420, 1.352, -0.808)  0.124
H (0.234, 1.832, -0.100)  0.174
H (1.651, 0.123, 1.771)  0.096
H (1.328, -1.591, 1.776)  0.097
H (2.822, -0.996, 1.003)  0.094

8.
The following is a DFT calculation (ωB97M-V/def2-TZVPD) of an isolated molecule of C4H8OS.

LUMO level: 0.891 eV
gap between HOMO and LUMO: 10.03 eV
maximum force: 0.823 eV Å⁻¹
net charge: 0

Last column: Löwdin charge in e.
CARTESIAN COORDINATES (ANGSTROEM)
O (-0.886, 0.357, 2.592)  0.061
C (0.065, 0.908, 2.113)  -0.271
C (0.598, 0.684, 0.722)  -0.168
C (-0.081, -0.466, -0.036)  -0.279
C (-0.012, -0.253, -1.527)  -0.595
S (-0.584, -1.667, -2.527)  0.691
H (0.630, 1.677, 2.681)  0.120
H (1.661, 0.463, 0.862)  0.122
H (0.525, 1.613, 0.162)  0.118
H (0.425, -1.397, 0.253)  0.120
H (-1.119, -0.520, 0.278)  0.104
H (1.010, -0.106, -1.876)  0.066
H (-0.546, 0.636, -1.864)  0.070
H (-1.688, -1.928, -1.835)  -0.158